Entry 1:
ORCA calculation (ωB97M-V/def2-TZVPD) on C38H45NP2PtSSi2 as an isolated structure.

```
! RIJCOSX wB97M-V def2-TZVPD def2/J DEFGRID3
* xyz 0 1
Pt -1.40 -0.07 -1.07
C -1.67 2.23 -3.92
Si -2.52 1.54 -2.36
C -2.94 3.03 -1.24
C -4.24 0.78 -2.67
C -5.19 1.47 -3.42
C -6.49 1.02 -3.53
C -6.87 -0.15 -2.88
C -5.92 -0.86 -2.15
C -4.61 -0.41 -2.04
Si -3.31 -1.45 -1.07
C -3.37 -3.17 -1.93
C -3.92 -1.65 0.72
H -2.27 3.05 -4.34
H -1.53 1.47 -4.68
H -0.69 2.64 -3.65
H -3.82 3.54 -1.62
H -2.12 3.75 -1.17
H -3.16 2.68 -0.24
H -4.90 2.39 -3.93
H -7.22 1.57 -4.12
H -7.89 -0.51 -2.96
H -6.23 -1.78 -1.65
H -4.32 -3.27 -2.45
H -3.29 -3.99 -1.22
H -2.58 -3.28 -2.67
H -4.95 -2.00 0.75
H -3.86 -0.70 1.25
H -3.30 -2.37 1.26
C 5.86 0.01 3.95
S 4.85 1.45 3.52
C 3.33 0.55 3.06
C 2.16 1.51 2.90
C 0.87 0.76 2.59
N 0.92 0.13 1.27
P 0.01 -1.41 1.14
C 0.91 -2.25 -0.22
C 0.15 -3.09 -1.03
C 0.74 -3.84 -2.03
C 2.11 -3.76 -2.23
C 2.88 -2.92 -1.43
C 2.29 -2.17 -0.44
C 0.69 -2.33 2.60
C -0.25 -2.64 3.59
C 0.10 -3.40 4.70
C 1.39 -3.89 4.82
C 2.33 -3.59 3.84
C 1.98 -2.83 2.74
P 0.42 1.01 -0.15
C 1.82 0.92 -1.32
C 3.13 1.24 -0.96
C 4.16 1.11 -1.88
C 3.89 0.67 -3.17
C 2.59 0.35 -3.53
C 1.56 0.46 -2.61
C 0.39 2.76 0.37
C 1.32 3.70 -0.05
C 1.24 5.01 0.39
C 0.23 5.40 1.25
C -0.74 4.48 1.63
C -0.67 3.17 1.18
H 6.77 0.39 4.41
H 6.11 -0.55 3.05
H 5.32 -0.61 4.66
H 3.12 -0.17 3.85
H 3.52 0.01 2.13
H 2.37 2.23 2.11
H 2.03 2.08 3.83
H 0.03 1.45 2.70
H 0.74 -0.03 3.33
H -0.92 -3.16 -0.86
H 0.14 -4.49 -2.65
H 2.58 -4.36 -3.00
H 3.95 -2.85 -1.59
H 2.88 -1.49 0.16
H -1.26 -2.28 3.49
H -0.64 -3.63 5.46
H 1.67 -4.51 5.67
H 3.35 -3.97 3.93
H 2.73 -2.64 1.98
H 3.35 1.56 0.05
H 5.17 1.36 -1.59
H 4.69 0.57 -3.89
H 2.38 -0.01 -4.53
H 0.55 0.19 -2.88
H 2.12 3.42 -0.73
H 1.98 5.74 0.06
H 0.18 6.42 1.61
H -1.55 4.78 2.28
H -1.44 2.46 1.44
*
```

Kohn-Sham gap = 7.096 eV
HOMO energy = -7.3 eV
DFT total energy = -3309.0735 a.u.
LUMO level = -0.009 hartree

***

Entry 2:
ORCA calculation (ωB97M-V/def2-TZVPD) on C30H48F3NO22Si2 as an isolated structure.

```
! RIJCOSX wB97M-V def2-TZVPD def2/J DEFGRID3
* xyz 0 1
C -0.35 -3.09 3.85
C -0.88 -3.45 2.39
O -1.31 -4.62 2.22
N -0.94 -2.53 1.23
C -2.00 -1.54 1.40
C -2.56 -0.64 0.18
O -2.56 -1.33 2.51
Si 0.69 -1.79 1.04
C 0.67 0.10 0.68
O 0.04 0.90 1.72
C 0.98 1.55 2.53
F 0.36 1.70 3.80
F 1.29 2.87 2.11
F 2.16 0.85 2.75
O 1.49 -2.54 -0.32
Si 2.60 -3.76 0.22
H -1.06 -3.59 4.59
H 0.71 -3.50 4.04
H -0.29 -1.96 4.00
H -3.65 -0.86 -0.05
H -2.47 0.44 0.52
H -1.89 -0.75 -0.75
H 1.58 -2.01 2.19
H 0.01 0.23 -0.26
H 1.70 0.47 0.35
H 3.53 -3.24 1.22
H 3.43 -4.24 -0.91
H 1.95 -4.96 0.78
C 2.93 -2.58 -6.42
C 2.77 -3.84 -5.60
C 1.44 -3.95 -4.92
O 1.75 -4.75 -3.78
C 3.06 -4.54 -3.49
O 3.59 -4.90 -2.48
O 3.68 -3.86 -4.50
H 3.90 -2.58 -6.93
H 2.15 -2.50 -7.17
H 2.92 -1.69 -5.78
H 2.98 -4.72 -6.22
H 0.69 -4.44 -5.54
H 1.05 -2.99 -4.57
C -3.02 5.32 -1.55
C -3.46 3.88 -1.71
C -2.53 2.89 -1.06
O -2.73 1.72 -1.86
C -3.11 2.15 -3.09
O -3.17 1.46 -4.06
O -3.41 3.48 -3.08
H -3.75 5.99 -2.00
H -2.91 5.58 -0.50
H -2.07 5.50 -2.06
H -4.49 3.76 -1.36
H -2.80 2.70 -0.02
H -1.48 3.18 -1.12
C 2.04 4.09 4.45
C 2.31 4.96 5.66
C 2.55 6.40 5.33
O 3.38 6.83 6.40
C 4.05 5.72 6.84
O 4.97 5.75 7.60
O 3.53 4.59 6.30
H 1.83 3.07 4.76
H 1.19 4.46 3.87
H 2.92 4.04 3.80
H 1.50 4.84 6.39
H 1.62 6.98 5.30
H 3.09 6.55 4.39
C -2.00 -7.42 -0.95
C -1.69 -6.42 -2.04
C -2.91 -5.85 -2.70
O -2.43 -5.52 -4.00
C -1.39 -6.36 -4.25
O -0.87 -6.49 -5.33
O -1.01 -7.04 -3.13
H -1.07 -7.76 -0.48
H -2.64 -6.99 -0.18
H -2.48 -8.31 -1.36
H -1.04 -5.62 -1.64
H -3.29 -4.97 -2.19
H -3.73 -6.58 -2.80
C 4.81 2.35 8.21
C 4.36 0.91 8.05
C 5.28 -0.08 8.69
O 5.07 -1.25 7.90
C 4.67 -0.82 6.67
O 4.59 -1.52 5.70
O 4.38 0.51 6.68
H 4.07 3.02 7.76
H 4.93 2.61 9.26
H 5.75 2.52 7.68
H 3.33 0.79 8.42
H 5.03 -0.27 9.74
H 6.34 0.19 8.62
C -4.84 2.24 -6.91
C -5.59 3.40 -7.52
C -4.71 4.34 -8.30
O -5.42 5.57 -8.19
C -6.14 5.51 -7.03
O -6.70 6.45 -6.54
O -6.14 4.25 -6.52
H -5.54 1.57 -6.40
H -4.30 1.67 -7.66
H -4.14 2.59 -6.15
H -6.42 3.03 -8.14
H -4.60 4.05 -9.34
H -3.72 4.47 -7.86
*
```

Kohn-Sham gap = 10.051 eV
HOMO energy = -10.0 eV
DFT total energy = -3760.6843 a.u.
LUMO level = 0.001 hartree

***

Entry 3:
ORCA calculation (ωB97M-V/def2-TZVPD) on a 2-piece molecular cluster, C9H25N2O4PSi overall.

```
! RIJCOSX wB97M-V def2-TZVPD def2/J DEFGRID3
* xyz 0 1
C 5.76 1.16 0.71
C 4.93 -0.26 0.66
C 3.89 -0.19 -0.65
N 2.49 -0.18 -0.07
Si 1.34 -1.12 -1.15
C -0.04 0.00 -1.90
C -1.52 -0.18 -1.22
N -1.71 0.53 0.11
C -3.14 0.36 0.62
C -3.13 -0.99 1.56
C -1.53 2.04 -0.01
C -2.62 3.02 -0.78
O -0.39 2.55 0.52
P 0.58 -2.78 0.11
O -0.72 -3.65 -0.66
O 1.87 -3.85 0.62
H 6.61 1.06 1.54
H 6.23 1.49 -0.32
H 5.01 2.03 1.04
H 4.27 -0.32 1.65
H 5.66 -1.20 0.57
H 4.05 -1.13 -1.34
H 4.17 0.78 -1.23
H 2.13 0.78 0.11
H 2.15 -1.59 -2.30
H -0.18 -0.19 -3.07
H 0.37 1.12 -1.83
H -2.30 0.29 -1.99
H -1.81 -1.33 -1.17
H -3.94 0.28 -0.25
H -3.41 1.28 1.32
H -2.21 -1.63 1.22
H -4.16 -1.57 1.44
H -2.98 -0.65 2.69
H -2.11 3.88 -1.40
H -3.32 2.42 -1.51
H -3.26 3.51 0.08
H -1.34 -3.90 0.11
H 2.78 -3.47 0.42
O -5.99 0.27 1.66
H -6.56 1.02 1.46
H -5.93 0.28 2.63
*
```

Kohn-Sham gap = 8.128 eV
HOMO energy = -7.7 eV
SMILES string = CCCN[Si@H](CCN(CC)C(C)=O)P(O)O.O
DFT total energy = -1399.0538 a.u.
LUMO level = 0.015 hartree

***

Entry 4:
ORCA calculation (ωB97M-V/def2-TZVPD) on a 10-piece molecular cluster, C18H44BN10O26 overall.

```
! RIJCOSX wB97M-V def2-TZVPD def2/J DEFGRID3
* xyz -1 1
C -0.58 3.98 1.66
C 1.00 4.33 1.53
O 1.69 3.46 0.59
C 2.12 2.24 1.29
C 2.56 1.10 0.28
O 2.10 -0.22 0.59
N 0.75 -0.24 0.85
B -0.08 -0.36 -0.37
O -1.51 -0.08 -0.27
O 0.39 -0.69 -1.70
C 0.38 -1.21 1.92
C 1.23 -2.57 1.91
O 2.44 -2.53 2.71
C 2.30 -3.28 3.91
C 1.87 -2.68 5.31
O 2.56 -4.52 3.85
C 0.54 -0.39 3.32
O 1.64 0.11 3.71
O -0.61 -0.22 4.06
H -0.63 3.04 2.32
H -1.09 3.85 0.65
H -1.06 4.82 2.29
H 1.44 4.14 2.58
H 1.12 5.44 1.28
H 3.04 2.50 1.96
H 1.27 1.97 2.00
H 3.72 1.08 0.26
H 2.27 1.44 -0.79
H -1.64 0.76 0.23
H 0.18 0.07 -2.30
H -0.72 -1.51 1.81
H 0.59 -3.45 2.32
H 1.56 -2.89 0.85
H 0.88 -2.12 5.30
H 2.70 -2.03 5.76
H 1.74 -3.55 6.06
C 4.66 5.11 0.45
N 5.26 4.44 1.63
O 5.92 5.13 2.39
O 5.05 3.25 1.75
H 4.92 6.16 0.46
H 5.06 4.62 -0.44
H 3.58 4.98 0.51
C 4.89 2.84 -3.29
N 3.92 3.94 -3.06
O 4.37 5.01 -2.68
O 2.75 3.69 -3.26
H 5.89 3.20 -3.07
H 4.63 2.02 -2.62
H 4.81 2.54 -4.33
C 1.02 -7.31 3.95
N -0.41 -7.09 4.31
O -1.21 -7.95 3.97
O -0.67 -6.07 4.92
H 1.11 -8.26 3.42
H 1.33 -6.48 3.32
H 1.59 -7.34 4.88
C -3.75 0.83 4.96
N -4.00 1.94 4.00
O -4.62 1.68 2.98
O -3.56 3.04 4.31
H -4.19 -0.08 4.56
H -2.66 0.72 5.06
H -4.21 1.10 5.90
C 9.10 2.06 -5.29
N 7.68 2.26 -4.93
O 6.88 1.40 -5.28
O 7.40 3.27 -4.30
H 9.20 1.12 -5.84
H 9.40 2.90 -5.91
H 9.68 2.02 -4.37
C -2.54 -1.19 -4.37
N -2.25 0.26 -4.35
O -3.11 1.02 -4.77
O -1.16 0.60 -3.92
H -3.54 -1.34 -4.77
H -1.79 -1.68 -4.99
H -2.49 -1.55 -3.34
C -6.07 -0.30 -2.20
N -6.27 -1.56 -2.95
O -6.94 -2.43 -2.43
O -5.74 -1.64 -4.05
H -6.59 -0.37 -1.25
H -5.00 -0.17 -2.04
H -6.47 0.51 -2.80
C -7.69 0.77 -6.88
N -8.54 0.33 -5.75
O -8.12 0.53 -4.62
O -9.61 -0.19 -6.03
H -6.78 1.21 -6.48
H -7.46 -0.11 -7.48
H -8.25 1.50 -7.46
C -3.17 -5.48 2.61
N -2.63 -4.28 1.92
O -1.48 -3.97 2.15
O -3.39 -3.69 1.16
H -2.39 -5.90 3.24
H -4.02 -5.16 3.20
H -3.47 -6.19 1.84
*
```

Kohn-Sham gap = 5.638 eV
HOMO energy = -4.8 eV
DFT total energy = -3240.0759 a.u.
LUMO level = 0.032 hartree

***

Entry 5:
ORCA calculation (ωB97M-V/def2-TZVPD) on C52H48AsCoIN3O2PS as an isolated structure.

```
! RIJCOSX wB97M-V def2-TZVPD def2/J DEFGRID3
* xyz 1 5
Co -0.14 -0.42 0.10
C -0.34 1.86 -3.89
C -0.02 2.72 -2.72
N 0.40 3.94 -2.90
C 0.67 4.72 -1.86
C 0.53 4.32 -0.55
C 0.86 5.28 0.56
O 1.88 4.74 1.39
C 0.11 3.00 -0.29
C 0.01 2.53 1.05
N -0.18 1.31 1.42
C -0.17 0.99 2.77
C 0.64 1.67 3.69
C 0.64 1.32 5.02
C -0.15 0.28 5.49
C -0.93 -0.43 4.59
C -0.92 -0.08 3.26
I -2.05 -1.24 1.86
C -0.16 2.15 -1.40
O -0.55 0.94 -1.30
H -0.22 2.42 -4.81
H -1.36 1.50 -3.80
H 0.31 0.99 -3.89
H 1.02 5.71 -2.11
H -0.05 5.47 1.16
H 1.17 6.24 0.13
H 2.22 5.44 1.96
H 0.09 3.29 1.82
H 1.28 2.46 3.33
H 1.28 1.86 5.71
H -0.14 0.01 6.53
H -1.54 -1.25 4.93
C 3.15 0.18 -3.03
S 2.75 1.05 -1.48
C 3.98 2.39 -1.57
H 3.03 0.85 -3.87
H 2.46 -0.66 -3.11
H 4.18 -0.18 -2.97
H 4.97 1.96 -1.65
H 3.89 2.95 -0.65
H 3.76 3.03 -2.42
N 1.41 -1.16 0.60
P 2.77 -1.75 1.12
C 2.71 -2.16 2.90
C 3.74 -1.90 3.79
C 3.63 -2.31 5.11
C 2.49 -2.97 5.55
C 1.45 -3.22 4.66
C 1.57 -2.82 3.34
C 4.22 -0.68 0.93
C 4.21 0.53 1.62
C 5.30 1.38 1.55
C 6.40 1.01 0.80
C 6.41 -0.18 0.09
C 5.32 -1.03 0.15
C 3.14 -3.35 0.32
C 2.54 -3.63 -0.90
C 2.72 -4.87 -1.49
C 3.49 -5.83 -0.86
C 4.10 -5.55 0.36
C 3.93 -4.31 0.95
H 4.63 -1.39 3.46
H 4.44 -2.12 5.80
H 2.41 -3.29 6.57
H 0.56 -3.73 4.99
H 0.78 -3.02 2.63
H 3.33 0.79 2.20
H 5.29 2.31 2.09
H 7.26 1.67 0.75
H 7.27 -0.45 -0.51
H 5.32 -1.96 -0.40
H 1.93 -2.86 -1.36
H 2.25 -5.09 -2.44
H 3.61 -6.81 -1.30
H 4.71 -6.30 0.84
H 4.42 -4.08 1.89
C 0.60 -1.95 -6.32
C -0.57 -1.25 -6.07
C -1.11 -1.24 -4.80
C -0.53 -1.97 -3.77
C 0.63 -2.70 -4.04
C 1.20 -2.68 -5.30
As -1.14 -1.79 -1.91
C -3.00 -1.28 -2.22
C -3.58 -0.28 -1.46
C -4.90 0.09 -1.66
C -5.66 -0.54 -2.64
C -5.08 -1.53 -3.42
C -3.76 -1.89 -3.22
C -1.34 -3.64 -1.28
C -2.19 -4.58 -1.85
C -2.39 -5.80 -1.23
C -1.75 -6.10 -0.04
C -0.88 -5.18 0.52
C -0.68 -3.96 -0.10
H 1.05 -1.93 -7.30
H -1.04 -0.70 -6.87
H -2.01 -0.67 -4.61
H 1.08 -3.29 -3.26
H 2.12 -3.21 -5.50
H -3.00 0.23 -0.71
H -5.34 0.87 -1.06
H -6.68 -0.26 -2.80
H -5.66 -2.02 -4.18
H -3.31 -2.64 -3.87
H -2.69 -4.37 -2.79
H -3.06 -6.52 -1.68
H -1.93 -7.04 0.45
H -0.38 -5.41 1.45
H 0.01 -3.24 0.33
*
```

Kohn-Sham gap (alpha / beta) = 7.215 / 5.631 eV
⟨S²⟩ = 6.025
HOMO energy (alpha / beta) = -9.7 / -9.7 eV
energy relative to the best compared isomer or geometry (same formula, charge and spin) = 9.04 kcal/mol
DFT total energy = -6980.6602 a.u.
LUMO level (alpha / beta) = -0.092 / -0.151 hartree

***

Sequential largest force on an atom output: 1.60 4.47 8.52 4.58 1.98 eV Å⁻¹